Record 1
Density functional theory data (ωB97M-V with the def2-TZVPD basis set) for 7 unconnected molecules or ions with the total composition C14H45N3O7 in a non-equilibrium geometry.

```
! wB97M-V def2-TZVPD RIJCOSX def2/J DEFGRID3
* xyz 0 1
O -0.79 -1.49 1.61
H -1.70 -1.76 1.47
H -0.74 -0.65 2.08
H -0.25 -2.16 2.05
C -4.52 -4.73 -0.98
C -5.29 -3.56 -0.28
O -4.87 -3.01 0.96
H -3.60 -4.30 -1.39
H -5.04 -5.20 -1.81
H -4.11 -5.40 -0.22
H -6.34 -3.78 -0.12
H -5.45 -2.79 -1.04
C -2.45 1.57 -3.63
C -2.34 1.31 -5.17
C -0.90 1.67 -5.74
O 0.13 0.77 -5.43
C 1.32 1.02 -6.17
N -2.80 -0.08 -5.35
H -3.43 1.38 -3.18
H -2.29 2.64 -3.49
H -1.76 0.98 -3.04
H -3.19 1.76 -5.68
H -0.61 2.66 -5.40
H -0.96 1.83 -6.81
H 2.12 0.33 -5.89
H 1.60 2.04 -5.93
H 1.13 0.92 -7.24
H -3.61 -0.17 -4.75
H -2.11 -0.64 -4.88
C 1.68 -6.83 1.56
C 1.09 -6.42 2.95
C 1.65 -7.42 3.95
O 1.31 -7.14 5.34
C -0.06 -7.11 5.68
N 1.55 -5.04 3.34
H 1.53 -7.89 1.37
H 2.74 -6.66 1.41
H 1.14 -6.34 0.75
H 0.00 -6.43 2.98
H 2.73 -7.28 3.88
H 1.35 -8.42 3.65
H -0.31 -6.08 5.40
H -0.25 -7.25 6.74
H -0.74 -7.80 5.19
H 1.42 -4.89 4.33
H 2.55 -4.97 3.23
C 4.86 7.34 1.14
C 3.87 7.64 0.02
C 2.36 7.30 0.47
O 2.19 5.91 0.90
C 2.26 5.10 -0.25
N 3.95 9.05 -0.39
H 4.77 6.37 1.64
H 4.89 8.12 1.90
H 5.87 7.31 0.72
H 4.15 6.96 -0.78
H 1.69 7.63 -0.32
H 2.09 7.92 1.32
H 3.34 4.98 -0.36
H 1.70 5.43 -1.12
H 1.94 4.08 -0.04
H 4.94 9.25 -0.39
H 3.61 9.66 0.34
O -4.93 2.08 2.26
H -5.83 2.38 2.40
H -5.00 1.14 2.13
O 0.24 2.05 3.83
H -0.09 2.20 4.71
H 0.61 2.89 3.56
*
```

For the energy above the lowest of the compared OMol25 structures with the same formula, charge and spin, the calculation gives 640.7 kJ/mol. The value obtained for the calculated total energy is -34041.3321 eV. The value obtained for the LUMO energy is -1.347 eV.

Atom charges from the Löwdin analysis, given in e for atoms 1 to 4: number 1, O, carries 0.3524; number 2, H, carries 0.1496; number 3, H, carries 0.1696; number 4, H, carries 0.1676


Record 2
Density functional theory data (ωB97M-V with the def2-TZVPD basis set) for 6 unconnected molecules or ions with the total composition C14H45N4O6 in a non-equilibrium geometry.

```
! wB97M-V def2-TZVPD RIJCOSX def2/J DEFGRID3
* xyz 1 1
N -0.28 0.45 0.03
H -0.34 -0.03 0.96
H -1.28 0.51 -0.28
H 0.30 -0.04 -0.68
H 0.00 1.41 0.29
C -0.40 -0.24 -3.56
C 1.11 -0.41 -3.63
C 1.83 -1.39 -2.68
O 1.55 -1.02 -1.34
C 2.24 -1.85 -0.43
N 1.48 -0.74 -5.02
H -0.73 0.31 -4.43
H -0.74 0.26 -2.66
H -0.86 -1.23 -3.69
H 1.62 0.55 -3.49
H 2.88 -1.50 -2.97
H 1.42 -2.40 -2.87
H 2.14 -2.93 -0.60
H 1.98 -1.64 0.61
H 3.32 -1.66 -0.46
H 1.58 -1.75 -5.13
H 2.41 -0.40 -5.26
C 2.18 2.69 1.21
C 0.86 3.47 1.17
C 1.18 4.96 1.47
O 1.98 5.58 0.50
C 1.39 6.38 -0.49
N 0.24 3.33 -0.16
H 2.14 1.68 0.81
H 2.68 2.71 2.18
H 2.92 3.22 0.60
H 0.19 3.07 1.93
H 1.52 5.17 2.49
H 0.20 5.48 1.46
H 1.01 5.82 -1.36
H 2.16 7.05 -0.85
H 0.50 6.91 -0.13
H 0.75 3.96 -0.77
H -0.64 3.87 -0.15
C -2.71 -0.91 2.94
C -1.26 -1.09 3.44
C -0.70 -2.43 3.04
O 0.61 -2.50 3.59
C 1.28 -3.66 3.12
N -0.43 0.03 2.94
H -3.32 -1.63 3.49
H -2.77 -0.98 1.86
H -3.07 0.05 3.32
H -1.20 -1.11 4.53
H -0.78 -2.56 1.95
H -1.35 -3.18 3.49
H 0.77 -4.58 3.41
H 2.34 -3.64 3.38
H 1.34 -3.59 2.03
H -0.74 0.87 3.41
H 0.49 -0.10 3.38
O -2.91 1.25 -0.56
H -3.61 0.75 -0.99
H -3.36 1.98 -0.13
C -1.56 -3.12 -0.61
C -2.01 -3.75 -1.93
O -3.38 -3.44 -2.12
O -2.11 -1.82 -0.47
H -0.48 -3.04 -0.53
H -1.99 -3.77 0.16
H -1.80 -4.82 -1.94
H -1.39 -3.33 -2.73
H -3.62 -3.81 -2.98
H -2.79 -1.72 -1.14
*
```

For the energy above the lowest of the compared OMol25 structures with the same formula, charge and spin, the calculation gives 9.5 kJ/mol. The value obtained for the calculated total energy is -33486.1736 eV. The value obtained for the LUMO energy is -2.207 eV.

Atom charges from the Löwdin analysis, given in e for atoms 1 to 4: number 1, N, carries 0.2517; number 2, H, carries 0.0807; number 3, H, carries 0.0580; number 4, H, carries 0.0807


Record 3
Density functional theory data (ωB97M-V with the def2-TZVPD basis set) for a molecular structure, C14H46BClCoO14 in a non-equilibrium geometry.

```
! wB97M-V def2-TZVPD RIJCOSX def2/J DEFGRID3
* xyz 0 4
Co 2.97 -9.58 11.36
B 2.32 -7.75 12.51
H 3.40 -7.95 12.22
H 2.18 -8.38 13.46
H 2.19 -6.65 12.79
H 1.57 -8.00 11.67
Cl 0.82 -10.62 10.71
C 0.51 -5.58 14.88
C -0.28 -5.13 16.11
O 0.25 -5.69 17.30
O 0.53 -7.00 14.80
H 1.54 -5.22 14.98
H 0.03 -5.09 14.03
H -1.32 -5.43 16.00
H -0.17 -4.04 16.13
H 1.21 -5.66 17.22
H 1.09 -7.21 14.02
C 4.02 -10.54 14.07
C 5.31 -10.00 13.39
O 5.14 -9.66 12.01
O 2.94 -10.69 13.14
H 3.74 -9.85 14.86
H 4.23 -11.53 14.46
H 6.07 -10.77 13.51
H 5.66 -9.13 13.96
H 6.01 -9.37 11.72
H 2.29 -11.33 13.45
C 4.86 -4.82 13.47
C 5.13 -6.13 14.24
O 3.96 -6.78 14.68
O 4.88 -3.72 14.38
H 3.95 -4.80 12.86
H 5.74 -4.64 12.85
H 5.80 -5.93 15.08
H 5.73 -6.80 13.61
H 3.41 -7.03 13.90
H 4.04 -3.71 14.85
C 3.00 -8.73 8.27
C 4.13 -9.29 7.45
O 4.53 -10.59 7.87
O 3.38 -8.39 9.62
H 2.14 -9.40 8.31
H 2.62 -7.80 7.83
H 4.96 -8.57 7.37
H 3.77 -9.37 6.42
H 5.40 -10.72 7.47
H 4.09 -7.75 9.54
C 1.35 -5.30 9.55
C 0.02 -6.00 9.58
O -0.61 -5.86 8.31
O 1.85 -5.08 10.87
H 1.20 -4.27 9.22
H 2.13 -5.75 8.93
H -0.60 -5.59 10.38
H 0.24 -7.04 9.88
H -1.40 -6.40 8.41
H 1.87 -5.89 11.41
C -0.05 -9.27 16.89
C 1.42 -9.43 16.50
O 2.13 -10.21 17.46
O -0.28 -8.41 17.99
H -0.34 -10.24 17.30
H -0.69 -8.97 16.06
H 1.89 -8.45 16.39
H 1.45 -9.90 15.51
H 2.77 -9.62 17.87
H -0.08 -7.49 17.74
C -2.00 -9.12 13.12
C -1.55 -8.13 12.02
O -2.47 -8.14 10.96
O -1.92 -10.48 12.72
H -3.00 -8.90 13.49
H -1.34 -8.95 13.97
H -0.52 -8.35 11.73
H -1.61 -7.13 12.46
H -2.31 -8.90 10.39
H -1.02 -10.59 12.36
*
```

The value obtained for the calculated total energy is -94750.4887 eV. The value obtained for the LUMO energy (alpha / beta) is -0.771 / -0.809 eV.

Atom charges from the Löwdin analysis, given in e for atoms 1 to 4: number 1, Co, carries 0.6093; number 2, B, carries -0.4436; number 3, H, carries 0.0117; number 4, H, carries 0.0260


Record 4
Density functional theory data (ωB97M-V with the def2-TZVPD basis set) for 10 unconnected molecules or ions with the total composition C14H48N6O10 in a non-equilibrium geometry.

```
! wB97M-V def2-TZVPD RIJCOSX def2/J DEFGRID3
* xyz 0 1
N -0.25 4.71 -0.24
C -0.74 5.32 0.75
N -1.22 6.42 0.35
O -0.62 4.95 1.89
H 0.19 3.83 -0.01
H -0.30 5.05 -1.19
H -1.20 6.79 -0.59
H -1.48 6.97 1.16
N 2.80 -2.95 -1.17
C 3.38 -3.39 -2.28
N 4.03 -4.47 -2.04
O 3.32 -2.83 -3.34
H 2.16 -2.17 -1.21
H 2.86 -3.43 -0.28
H 3.89 -4.86 -1.12
H 4.37 -4.95 -2.86
N 1.49 0.83 -0.85
C 0.58 0.01 -0.31
N 0.12 0.50 0.80
O 0.16 -1.01 -0.79
H 1.91 1.61 -0.37
H 1.83 0.55 -1.76
H -0.66 0.04 1.24
H 0.56 1.28 1.26
C -0.79 -3.72 0.33
C -1.01 -4.99 1.09
C -2.06 -4.84 2.17
O -1.59 -5.85 0.11
H -1.63 -3.44 -0.30
H 0.08 -3.85 -0.32
H -0.54 -2.81 0.87
H -0.05 -5.24 1.54
H -2.07 -5.68 2.87
H -3.05 -4.54 1.83
H -1.79 -3.91 2.66
H -2.06 -6.54 0.58
C 3.49 2.15 1.99
C 2.41 2.79 2.84
C 2.65 4.31 2.98
O 1.13 2.69 2.21
H 3.52 2.49 0.96
H 3.36 1.07 1.89
H 4.48 2.23 2.45
H 2.31 2.43 3.87
H 3.45 4.37 3.71
H 1.69 4.81 3.15
H 2.91 4.68 1.99
H 0.69 3.54 2.27
C -3.30 -0.87 1.15
O -2.69 -0.69 2.41
H -4.01 -0.08 0.89
H -2.52 -0.90 0.39
H -3.78 -1.85 1.17
H -3.01 0.16 2.74
C -0.36 -3.61 -3.26
O -1.06 -2.43 -3.09
H 0.70 -3.36 -3.39
H -0.56 -4.33 -2.46
H -0.75 -4.08 -4.17
H -0.60 -1.93 -2.41
C -2.53 2.57 3.03
O -3.77 1.94 2.71
H -2.13 1.99 3.86
H -1.87 2.46 2.17
H -2.60 3.64 3.24
H -4.36 2.55 2.26
C -2.52 1.30 -2.05
O -2.98 2.46 -2.71
H -3.23 0.85 -1.35
H -2.30 0.49 -2.73
H -1.66 1.54 -1.43
H -3.74 2.20 -3.24
C 1.96 0.04 -4.37
O 2.63 -0.16 -3.08
H 2.34 -0.81 -4.94
H 0.89 -0.03 -4.18
H 2.10 1.04 -4.78
H 2.99 -1.05 -3.10
*
```

For the energy above the lowest of the compared OMol25 structures with the same formula, charge and spin, the calculation gives 161.8 kJ/mol. The value obtained for the calculated total energy is -44711.6186 eV. The value obtained for the LUMO energy is 0.365 eV.

Atom charges from the Löwdin analysis, given in e for atoms 1 to 4: number 1, N, carries 0.1971; number 2, C, carries -0.8364; number 3, N, carries 0.1860; number 4, O, carries 0.0483


Record 5
Density functional theory data (ωB97M-V with the def2-TZVPD basis set) for 9 unconnected molecules or ions with the total composition C14H49N7O9 in a non-equilibrium geometry.

```
! wB97M-V def2-TZVPD RIJCOSX def2/J DEFGRID3
* xyz 0 1
C -3.65 -4.19 -1.01
O -4.28 -3.05 -0.26
C -3.50 -1.82 -0.36
C -3.78 -0.88 -1.59
C -2.72 -1.15 -2.63
N -3.79 0.54 -1.31
H -2.61 -4.24 -0.67
H -3.63 -3.93 -2.07
H -4.16 -5.11 -0.75
H -3.73 -1.30 0.57
H -2.43 -2.03 -0.32
H -4.74 -1.05 -2.07
H -1.73 -0.96 -2.21
H -2.89 -0.59 -3.55
H -2.65 -2.15 -3.05
H -4.65 0.88 -0.91
H -3.72 0.83 -2.28
C 2.77 0.39 6.30
O 3.18 -0.66 5.49
C 2.64 -0.64 4.14
C 3.26 0.59 3.30
C 2.84 0.50 1.86
N 4.68 0.50 3.29
H 1.68 0.48 6.32
H 2.85 1.34 5.78
H 3.20 0.36 7.30
H 2.85 -1.57 3.60
H 1.55 -0.64 4.13
H 2.89 1.51 3.75
H 1.76 0.37 1.75
H 3.50 -0.26 1.44
H 3.06 1.43 1.34
H 5.04 -0.21 2.67
H 4.96 0.20 4.22
C -3.40 5.92 0.59
O -2.65 5.26 1.55
C -1.36 4.88 1.03
C -0.60 4.21 2.20
C 0.55 3.26 1.70
N -1.32 3.38 3.15
H -2.90 6.88 0.48
H -4.41 6.14 0.95
H -3.46 5.42 -0.37
H -1.38 3.97 0.42
H -0.84 5.70 0.54
H -0.25 5.11 2.71
H 0.24 2.39 1.12
H 1.25 2.96 2.49
H 1.21 3.91 1.13
H -2.25 3.75 3.13
H -1.36 2.45 2.76
N 1.67 -4.65 -2.97
C 0.74 -4.67 -2.07
N 0.00 -3.61 -2.09
O 0.74 -5.56 -1.18
H 1.77 -3.89 -3.63
H 2.28 -5.45 -3.06
H -0.68 -3.45 -1.36
H 0.16 -2.97 -2.85
N 1.02 -2.18 -5.97
C 1.90 -2.09 -5.04
N 2.93 -2.73 -5.47
O 1.65 -1.67 -3.93
H 1.26 -2.55 -6.88
H 0.12 -1.71 -5.93
H 3.03 -3.18 -6.37
H 3.60 -3.07 -4.80
O 2.48 2.36 -1.24
H 2.06 2.73 -2.01
H 3.34 2.79 -1.20
O 0.70 -0.34 -1.19
H 1.26 -0.75 -1.86
H 1.19 0.44 -0.92
O 0.68 -1.87 1.53
H 0.54 -1.42 0.70
H -0.19 -1.91 1.93
O -1.78 0.97 0.37
H -2.53 0.88 -0.21
H -1.08 0.48 -0.06
*
```

For the energy above the lowest of the compared OMol25 structures with the same formula, charge and spin, the calculation gives 0.0 kJ/mol. The value obtained for the calculated total energy is -44168.7052 eV. The value obtained for the LUMO energy is -0.159 eV.

Atom charges from the Löwdin analysis, given in e for atoms 1 to 4: number 1, C, carries -0.0378; number 2, O, carries -0.1967; number 3, C, carries -0.1624; number 4, C, carries -0.4042


Record 6
Density functional theory data (ωB97M-V with the def2-TZVPD basis set) for a molecular structure, C14H4Cl5F7N3O9PdS2 in a non-equilibrium geometry.

```
! wB97M-V def2-TZVPD RIJCOSX def2/J DEFGRID3
* xyz -1 1
Pd -0.78 0.34 0.43
Cl 7.55 1.59 0.26
C 6.00 0.85 0.12
C 4.85 1.55 0.40
Cl 4.94 3.20 0.91
C 3.60 0.93 0.23
Cl 2.14 1.98 0.20
C 3.43 -0.50 0.17
O 2.40 -1.15 0.35
C 4.69 -1.17 -0.23
Cl 4.55 -2.84 -0.62
C 5.89 -0.52 -0.25
Cl 7.32 -1.37 -0.70
F 2.62 4.29 -1.02
C 2.35 3.02 -1.08
F 2.12 2.54 -2.27
F 1.26 4.85 2.05
S 1.68 3.05 1.91
O 0.98 1.00 -0.09
O 2.24 2.83 3.22
N -0.03 2.50 1.98
S -1.02 3.27 0.96
O -0.50 3.56 -0.35
O -2.29 2.58 1.05
C -1.45 4.95 1.69
F -1.15 5.04 2.97
F -2.79 5.10 1.57
F -0.89 5.94 1.01
F -1.99 -5.18 -3.11
C -2.79 -4.78 -2.13
C -3.01 -3.48 -1.90
N -3.86 -3.05 -0.89
C -4.01 -1.62 -0.63
C -2.70 -0.99 -0.21
O -1.72 -0.95 -1.00
O -2.56 -0.51 0.95
C -4.51 -3.94 -0.06
O -5.27 -3.60 0.82
N -4.25 -5.26 -0.34
C -3.43 -5.81 -1.32
O -3.29 -7.00 -1.44
H -2.51 -2.71 -2.47
H -4.75 -1.50 0.15
H -4.35 -1.12 -1.54
H -4.71 -5.92 0.27
*
```

For the energy above the lowest of the compared OMol25 structures with the same formula, charge and spin, the calculation gives 1559.8 kJ/mol. The value obtained for the calculated total energy is -144252.6451 eV. The value obtained for the LUMO energy (alpha / beta) is 0.062 / -0.435 eV.

Atom charges from the Löwdin analysis, given in e for atoms 1 to 4: number 1, Pd, carries 1.0695; number 2, Cl, carries 0.6424; number 3, C, carries -0.7273; number 4, C, carries -0.6727


Record 7
Density functional theory data (ωB97M-V with the def2-TZVPD basis set) for 9 unconnected molecules or ions with the total composition C14H50BNO14 in a non-equilibrium geometry.

```
! wB97M-V def2-TZVPD RIJCOSX def2/J DEFGRID3
* xyz 0 1
N 1.07 2.20 0.63
H 1.83 2.81 0.31
H 1.24 1.88 1.58
H 1.11 1.36 0.00
H 0.23 2.75 0.43
B 0.42 -0.49 -0.36
H 0.32 -1.63 -0.45
H -0.13 -0.05 0.56
H 1.52 -0.15 -0.26
H -0.04 0.08 -1.26
C -2.28 0.46 3.55
C -1.82 1.89 3.80
O -1.36 2.46 2.55
O -3.47 0.40 2.78
H -2.54 -0.06 4.47
H -1.43 -0.06 3.10
H -1.00 1.94 4.51
H -2.65 2.49 4.17
H -2.17 2.81 2.16
H -3.13 0.47 1.87
C 1.00 -1.98 2.84
C 0.01 -2.64 3.76
O 0.01 -2.03 5.06
O 1.13 -2.76 1.66
H 1.95 -1.85 3.36
H 0.67 -0.98 2.51
H 0.30 -3.69 3.90
H -1.00 -2.55 3.36
H -0.86 -2.16 5.44
H 0.83 -2.24 0.89
C 4.29 -2.30 -0.06
C 4.42 -1.38 1.14
O 5.32 -2.02 2.05
O 3.41 -1.81 -1.05
H 3.94 -3.25 0.35
H 5.27 -2.48 -0.49
H 3.43 -1.32 1.62
H 4.61 -0.33 0.90
H 4.82 -2.28 2.83
H 2.53 -1.69 -0.65
C -0.91 -1.56 -4.09
C -0.41 -2.44 -5.20
O 0.40 -3.50 -4.73
O 0.14 -0.77 -3.55
H -1.41 -2.15 -3.31
H -1.72 -0.89 -4.42
H 0.13 -1.78 -5.88
H -1.26 -2.79 -5.80
H -0.18 -4.09 -4.25
H -0.10 -0.58 -2.63
C -2.43 4.02 -0.72
C -3.80 3.40 -0.52
O -3.94 2.54 0.60
O -1.41 3.07 -0.95
H -2.20 4.53 0.21
H -2.54 4.72 -1.56
H -4.12 2.88 -1.44
H -4.55 4.19 -0.38
H -3.37 1.77 0.40
H -1.46 2.70 -1.84
C 4.98 2.07 -2.12
C 3.66 1.37 -1.84
O 2.56 2.29 -2.07
O 5.08 3.23 -1.32
H 4.96 2.27 -3.20
H 5.81 1.44 -1.82
H 3.65 1.16 -0.76
H 3.49 0.42 -2.36
H 2.03 1.83 -2.73
H 4.28 3.76 -1.48
C -3.04 -1.08 -0.67
C -4.43 -1.47 -0.15
O -4.99 -2.50 -0.93
O -2.57 0.04 0.11
H -3.08 -0.73 -1.70
H -2.38 -1.95 -0.65
H -5.08 -0.59 -0.24
H -4.32 -1.73 0.90
H -5.68 -2.96 -0.44
H -1.59 0.02 -0.02
*
```

For the energy above the lowest of the compared OMol25 structures with the same formula, charge and spin, the calculation gives 0.0 kJ/mol. The value obtained for the calculated total energy is -46155.3913 eV. The value obtained for the LUMO energy is -0.084 eV.

Atom charges from the Löwdin analysis, given in e for atoms 1 to 4: number 1, N, carries 0.2897; number 2, H, carries 0.1330; number 3, H, carries 0.1405; number 4, H, carries 0.0283


Among the records above, which one has the highest calculated total energy?
C14H45N4O6